Computed, not measured: a cluster of 15 separate species, C6H41NO14 in total, with ωB97M-V/def2-TZVPD.

As for the energy above the lowest of the compared OMol25 structures with the same formula, charge and spin: 117.3 kcal per mole. The calculation puts the molar mass at 351.39 g mol⁻¹. Its total energy is -1361.20167 Ha. The orbital gap comes out at 7.897 eV.

Last column: Mulliken charge in e.
CARTESIAN COORDINATES (ANGSTROEM)
C 0.97 -3.03 -1.83  -1.62
C -0.02 -1.95 -1.27  0.61
C 0.25 -1.46 0.15  1.02
C 0.68 -0.04 0.25  1.57
N -0.74 2.24 2.85  -0.60
C 0.08 1.39 2.19  -0.73
C -0.27 0.73 0.98  -0.35
H 1.00 -2.86 -2.89  0.47
H 1.80 -2.89 -1.29  0.34
H 0.64 -4.14 -1.63  0.29
H -0.20 -1.26 -2.07  -0.27
H -1.19 -2.23 -1.23  0.05
H 1.02 -2.10 0.56  0.77
H -0.69 -1.75 0.74  -1.53
H 1.74 -0.12 0.58  0.08
H 0.83 0.55 -0.85  -0.80
H -0.27 2.89 3.53  0.29
H -1.39 2.84 2.20  0.26
H 0.95 1.13 2.79  0.68
H -1.29 0.92 0.60  -0.09
H -1.19 -3.56 1.33  0.48
H -1.99 -3.27 2.51  0.31
O -1.77 -4.11 2.00  -0.68
H -1.78 0.02 -3.76  0.33
H -0.64 0.68 -3.11  0.28
O -1.61 0.72 -3.11  -0.64
H 2.52 3.80 -0.51  0.40
H 2.42 2.51 -1.23  0.30
O 2.06 3.37 -1.27  -0.65
H 3.80 0.50 -1.88  0.24
H 2.80 -0.11 -0.91  0.49
O 2.94 0.69 -1.48  -0.65
H -2.66 3.13 -1.09  0.42
H -2.75 2.51 -2.31  0.28
O -3.29 2.66 -1.54  -0.75
H -3.25 -2.63 -0.86  0.32
H -3.35 -1.35 -1.48  0.41
O -3.38 -2.27 -1.73  -0.71
H 1.70 3.01 1.08  0.30
H 3.06 2.42 1.45  0.35
O 2.56 3.31 1.43  -0.74
H -0.78 -0.98 2.65  0.31
H -0.74 -0.41 4.21  0.29
O -0.35 -1.06 3.54  -0.76
H 3.96 -2.20 0.28  0.31
H 3.04 -1.26 1.30  0.34
O 3.55 -1.22 0.45  -0.69
H -0.52 4.23 -0.81  0.29
H -0.28 2.88 -0.70  0.26
O -0.97 3.51 -0.46  -0.58
H -3.32 1.16 -0.62  0.37
H -2.47 0.01 -1.15  0.23
O -3.09 0.23 -0.49  -0.73
H -3.24 -0.61 2.25  0.32
H -2.72 -0.62 0.82  0.20
O -2.65 -1.16 1.69  -0.53
H 1.33 1.01 -3.89  0.34
H 1.68 0.02 -2.78  0.25
O 1.07 0.19 -3.49  -0.72
H 2.86 -1.70 3.41  0.24
H 1.30 -1.50 3.09  0.31
O 2.25 -1.41 2.80  -0.61